# 1
Here is 10 unconnected molecules or ions with the total composition C39H48BrF27O21 at a distorted geometry from the OMol25 dataset. Energies are from ωB97M-V with the def2-TZVPD basis set.

```
136
Properties=species:S:1:pos:R:3:forces:R:3:lowdin_charge:R:1
O -3.63145 -2.76825 0.98249 7.34 -6.53 0.90 0.049
C -2.60404 -3.60764 1.13700 -2.47 2.31 -0.08 -0.280
O -2.44442 -4.81688 1.97681 -0.58 2.84 -0.97 -0.081
C -1.15932 -4.70940 2.73889 -1.08 0.76 -0.58 -0.104
C -0.37811 -3.63964 1.71928 0.00 -0.43 0.35 -0.496
Br -0.45025 -1.72833 2.42325 0.51 -2.83 -0.21 0.889
O -1.25120 -3.49509 0.50770 -1.53 -0.51 3.20 -0.148
H -0.65249 -5.77707 2.87591 -1.20 2.53 -0.68 0.128
H -1.54508 -4.28157 3.77153 1.55 -0.63 -2.08 0.147
H 0.73722 -4.01166 1.52126 -2.71 1.22 -0.08 0.149
C 2.40404 3.42222 5.97646 -0.36 0.02 0.05 -0.055
C 2.86957 2.80395 4.67090 0.62 0.64 0.42 -0.207
O 1.87432 1.90966 4.15074 -1.82 0.13 -1.33 0.014
C 0.83823 2.49247 3.46649 2.12 2.57 0.99 -0.317
O 0.73166 3.70402 3.29012 -0.29 -3.01 0.07 0.144
C -0.11697 1.43094 2.92662 -1.72 -1.38 -0.79 -0.504
F -0.41972 0.47450 3.85141 0.46 1.45 -0.22 0.020
F 0.40431 0.76925 1.85350 0.07 1.27 1.07 0.015
F -1.30911 1.94614 2.51276 1.39 -0.08 0.51 0.138
H 2.12406 2.64243 6.69271 0.19 0.08 -0.08 0.085
H 3.19182 4.04072 6.41448 -0.06 -0.09 -0.07 0.081
H 1.51806 4.04616 5.82450 0.18 0.01 -0.05 0.077
H 3.76990 2.20712 4.84981 -0.36 -0.17 -0.18 0.131
H 3.13224 3.56902 3.93134 -0.32 -0.25 0.08 0.106
C 0.49110 1.74755 -0.87817 0.35 -0.10 -0.09 -0.063
C 0.36369 2.99931 -1.72689 -0.75 -0.42 0.25 -0.202
O 1.65909 3.53272 -2.04034 1.40 -0.26 -1.49 0.010
C 2.32183 2.93461 -3.08168 -2.95 -1.70 0.13 -0.322
O 1.86825 1.99452 -3.73039 1.59 2.30 1.27 0.144
C 3.65749 3.62725 -3.34046 2.45 0.91 -0.47 -0.470
F 4.35610 3.87091 -2.19407 -0.91 -0.37 -0.74 0.135
F 3.49883 4.83636 -3.95206 -0.35 -1.01 0.50 0.140
F 4.48851 2.90243 -4.14168 -1.26 0.42 0.80 0.143
H 1.09043 1.94888 0.01612 -0.21 0.10 -0.23 0.072
H -0.49386 1.38570 -0.57173 0.11 0.10 -0.04 0.086
H 0.99853 0.94814 -1.42665 -0.16 0.09 -0.02 0.082
H -0.16897 3.77120 -1.16186 0.40 0.07 -0.15 0.127
H -0.21340 2.81274 -2.63980 0.33 0.00 0.05 0.127
C -1.08774 -4.98698 -3.04251 0.12 -0.20 -0.28 -0.047
C -0.40734 -3.64698 -2.83050 -0.82 -0.08 0.43 -0.200
O 0.90312 -3.64601 -3.41659 0.83 0.41 -1.96 0.016
C 0.95897 -3.42262 -4.76875 -3.26 0.25 0.85 -0.314
O -0.03127 -3.23283 -5.47140 2.79 -0.19 1.40 0.119
C 2.40680 -3.39732 -5.25234 2.51 0.03 -0.87 -0.467
F 3.15115 -4.42085 -4.74246 -0.99 0.71 -0.24 0.139
F 3.04768 -2.24742 -4.89431 -0.97 -0.86 -0.11 0.146
F 2.51876 -3.48837 -6.60773 -0.66 0.06 1.29 0.139
H -0.45872 -5.80110 -2.66701 -0.10 0.15 0.09 0.087
H -2.05210 -5.01707 -2.52861 0.13 0.05 -0.03 0.085
H -1.25593 -5.18091 -4.10622 -0.07 0.12 0.16 0.058
H -0.27536 -3.46983 -1.75813 0.29 0.00 -0.32 0.107
H -1.01087 -2.81986 -3.22152 0.24 -0.17 -0.14 0.131
C -3.71209 4.46611 2.61992 0.33 -0.06 0.24 -0.065
C -4.89700 5.15867 3.26786 0.06 0.02 -0.87 -0.210
O -4.86815 4.98503 4.69258 0.83 1.00 1.56 0.011
C -4.03848 5.82863 5.38636 0.38 0.99 -3.20 -0.323
O -3.34383 6.69261 4.85595 -1.50 -1.95 1.80 0.142
C -4.14081 5.57213 6.88784 0.04 -0.48 2.66 -0.471
F -4.10769 4.24420 7.19953 0.01 1.06 -0.70 0.139
F -5.30306 6.05608 7.41334 0.83 -0.24 -0.88 0.143
F -3.13232 6.15159 7.59853 -0.86 -0.39 -1.19 0.140
H -3.67506 3.41184 2.91423 -0.13 0.13 -0.13 0.078
H -3.77536 4.52884 1.53040 -0.05 0.00 0.13 0.084
H -2.76769 4.91769 2.93858 -0.15 0.03 -0.11 0.077
H -5.82642 4.70265 2.91147 0.09 0.02 0.43 0.127
H -4.93846 6.22179 3.00456 0.13 -0.15 0.27 0.126
C -3.32567 -10.59432 5.30291 0.38 -0.05 0.13 -0.064
C -3.52702 -9.94650 3.94524 -0.69 -0.52 0.31 -0.209
O -2.40593 -9.11508 3.60952 1.86 -0.24 -0.95 0.008
C -1.30728 -9.76020 3.10144 -2.30 -2.59 0.51 -0.321
O -1.24679 -10.97579 2.93111 0.42 3.10 0.22 0.148
C -0.21208 -8.75934 2.74155 2.11 1.24 -0.65 -0.468
F -0.01092 -7.82485 3.71516 -0.43 -0.86 -0.49 0.126
F -0.50462 -8.06504 1.60421 -0.17 -0.73 0.89 0.140
F 0.99888 -9.34705 2.52694 -1.56 0.22 0.33 0.147
H -3.12273 -9.83443 6.06505 -0.18 -0.05 -0.12 0.084
H -4.21201 -11.16327 5.59563 0.08 0.10 -0.08 0.084
H -2.46652 -11.27191 5.29398 -0.19 0.01 -0.08 0.077
H -4.40647 -9.29513 3.97802 0.40 0.15 -0.12 0.128
H -3.70813 -10.69274 3.16320 0.29 0.16 0.10 0.128
C -0.67782 -5.43337 -7.25959 -0.32 -0.12 -0.29 -0.059
C 0.04149 -6.76530 -7.36930 0.40 0.80 -0.08 -0.197
O -0.88019 -7.85366 -7.20558 -1.20 -1.16 -1.23 0.011
C -1.61241 -8.19586 -8.31377 1.96 2.57 -1.11 -0.322
O -1.51552 -7.62740 -9.39903 -0.62 -1.77 2.44 0.145
C -2.51139 -9.39380 -8.01799 -1.76 -1.92 0.42 -0.471
F -3.16904 -9.27865 -6.82808 0.75 0.27 -0.95 0.138
F -1.80691 -10.56014 -7.95055 -0.16 1.18 -0.15 0.141
F -3.47393 -9.58557 -8.96385 1.20 0.59 0.71 0.140
H -1.23548 -5.37405 -6.31886 0.22 0.01 -0.11 0.068
H 0.03349 -4.60447 -7.30384 -0.15 -0.23 -0.02 0.068
H -1.40504 -5.30920 -8.06773 0.17 -0.02 0.03 0.072
H 0.77853 -6.84992 -6.56406 -0.28 -0.32 -0.03 0.125
H 0.58706 -6.85429 -8.31571 -0.30 -0.10 0.09 0.128
C 4.99221 7.37954 -1.16761 -0.31 -0.24 0.13 -0.060
C 6.01893 7.79102 -0.12838 0.25 0.01 -0.89 -0.208
O 5.44147 7.78076 1.18587 -0.25 -1.42 1.56 0.011
C 5.36029 6.55674 1.79949 1.51 -0.68 -3.05 -0.320
O 5.74574 5.50847 1.28677 -1.12 2.27 1.77 0.146
C 4.77668 6.69439 3.20347 -1.13 0.17 2.25 -0.462
F 3.67771 7.50218 3.24097 1.00 -0.67 -0.51 0.134
F 5.67221 7.23150 4.08136 -0.42 -0.42 -1.03 0.143
F 4.38744 5.50299 3.73915 0.59 0.98 -0.92 0.134
H 4.09911 8.00939 -1.09595 0.21 0.04 -0.06 0.086
H 5.40652 7.46388 -2.17569 -0.01 0.01 0.14 0.087
H 4.66522 6.34683 -1.01283 0.17 0.11 -0.07 0.065
H 6.34508 8.81782 -0.32356 -0.17 -0.12 0.39 0.127
H 6.91186 7.15666 -0.16780 -0.28 -0.02 0.19 0.127
C 2.80819 8.18421 6.41112 -0.26 -0.18 0.09 -0.053
C 3.83491 8.59569 7.45035 0.22 -0.01 -0.85 -0.205
O 3.25745 8.58543 8.76460 -0.22 -1.43 1.51 0.012
C 3.17627 7.36141 9.37822 1.46 -0.62 -2.94 -0.322
O 3.56172 6.31314 8.86550 -1.08 2.22 1.67 0.136
C 2.59265 7.49906 10.78220 -1.23 0.10 2.44 -0.471
F 1.49369 8.30685 10.81970 1.02 -0.65 -0.47 0.141
F 3.48819 8.03617 11.66009 -0.40 -0.42 -1.09 0.142
F 2.20342 6.30766 11.31788 0.59 0.99 -1.00 0.141
H 1.91509 8.81406 6.48277 0.20 0.02 -0.05 0.089
H 3.22250 8.26855 5.40304 -0.05 0.04 0.23 0.060
H 2.48120 7.15150 6.56589 0.15 0.09 -0.05 0.075
H 4.16106 9.62249 7.25516 -0.17 -0.12 0.38 0.128
H 4.72783 7.96133 7.41092 -0.27 -0.02 0.19 0.126
C -3.79724 -1.49587 -11.61785 -0.31 -0.22 0.11 -0.065
C -2.77052 -1.08439 -10.57862 0.24 -0.01 -0.81 -0.211
O -3.34798 -1.09464 -9.26437 -0.23 -1.38 1.45 0.010
C -3.42916 -2.31866 -8.65075 1.49 -0.71 -2.92 -0.317
O -3.04371 -3.36693 -9.16346 -1.10 2.27 1.70 0.139
C -4.01277 -2.18102 -7.24677 -1.12 0.10 2.46 -0.470
F -5.11174 -1.37322 -7.20927 0.97 -0.63 -0.47 0.139
F -3.11724 -1.64390 -6.36888 -0.43 -0.43 -1.11 0.142
F -4.40201 -3.37242 -6.71108 0.59 0.97 -0.99 0.140
H -4.69034 -0.86602 -11.54619 0.21 0.03 -0.05 0.084
H -3.38293 -1.41153 -12.62592 -0.01 0.02 0.14 0.083
H -4.12423 -2.52858 -11.46307 0.17 0.10 -0.05 0.077
H -2.44437 -0.05758 -10.77380 -0.17 -0.12 0.38 0.126
H -1.87760 -1.71874 -10.61804 -0.28 -0.02 0.19 0.127
```
Positions in Å, forces in eV/Å.

SMILES	O=C1OC[C@H](Br)O1.CCOC(=O)C(F)(F)F.CCOC(=O)C(F)(F)F.CCOC(=O)C(F)(F)F.CCOC(=O)C(F)(F)F.CCOC(=O)C(F)(F)F.CCOC(=O)C(F)(F)F.CCOC(=O)C(F)(F)F.CCOC(=O)C(F)(F)F.CCOC(=O)C(F)(F)F
Kohn-Sham gap	10.69	eV
HOMO level	-10.699	eV

---

# 2
Here is a molecular structure, C39H48BrN4NiO3 at a distorted geometry from the OMol25 dataset. Energies are from ωB97M-V with the def2-TZVPD basis set.

```
96
Properties=species:S:1:pos:R:3:forces:R:3:lowdin_charge:R:1
Ni -0.12869 -0.34965 -0.01506 0.60 0.41 0.18 0.511
O -0.69184 -0.29387 6.88344 -0.25 -0.09 -0.18 -0.070
C -0.71674 0.84051 6.00205 -0.43 1.08 0.62 -0.245
C -0.61834 0.43463 4.57910 0.22 -1.03 0.15 -0.276
C -1.68715 0.48911 3.76880 -0.42 0.50 -0.56 0.005
C -1.53148 -0.14529 2.40148 0.32 -0.33 0.98 -0.301
N -0.21077 0.21660 1.89476 -0.66 -0.10 -0.45 0.004
C 0.81074 -0.00841 2.70878 0.10 0.02 1.22 -0.270
C 0.65074 -0.08218 4.10090 -0.05 0.28 -0.84 -0.010
C 2.13649 -0.05992 2.02414 -0.25 -0.03 0.12 -0.172
C 3.35931 0.11226 2.66469 -0.62 0.46 0.24 0.032
C 4.51811 0.17910 1.93346 0.14 0.29 -0.41 -0.208
C 5.78756 0.62648 2.59481 0.76 -0.48 -0.49 -0.225
O 5.63988 1.75951 3.42982 0.13 -0.20 0.09 -0.052
C 4.44612 -0.04241 0.55657 0.58 0.05 0.20 -0.012
C 3.19932 -0.26217 0.00208 0.49 -0.04 -0.12 -0.117
N 2.08085 -0.22616 0.70654 -0.32 -0.20 -0.27 0.090
H -0.57382 0.00875 7.79068 -0.01 0.11 -0.22 0.071
H 0.13825 1.46859 6.25202 0.19 0.22 0.06 0.105
H -1.63554 1.47892 6.13549 0.57 -0.72 0.06 0.119
H -2.60641 0.99741 4.08616 0.25 -0.28 -0.11 0.101
H -1.55289 -1.24477 2.55790 -0.01 -0.05 -0.05 0.158
H 1.45218 -0.29280 4.80548 -0.09 0.05 -0.27 0.091
H 3.34868 0.38511 3.70367 0.07 -0.18 0.39 0.117
H 6.54736 0.81450 1.81566 -0.22 0.11 0.16 0.115
H 6.18847 -0.19199 3.19287 0.01 0.00 0.27 0.122
H 4.82564 2.18637 3.16799 -0.30 0.30 -0.04 0.078
H 5.36388 0.01359 -0.04687 -0.59 -0.08 0.14 0.115
H 3.11256 -0.43858 -1.05844 -0.19 -0.04 -0.22 0.115
C 1.43804 2.92332 -0.29502 -0.40 0.05 -0.27 -0.050
C 1.04784 2.38791 -1.70645 -0.88 0.51 0.77 -0.450
C 0.23555 3.52886 -2.40402 0.70 -0.68 0.15 -0.029
C 0.25984 1.04241 -1.55287 0.18 -0.23 -0.28 -0.087
C 2.31208 2.14611 -2.47736 0.16 0.38 -0.14 -0.214
C 2.24093 1.65608 -3.75603 0.50 -0.70 -0.78 -0.032
C 3.38389 1.33622 -4.50053 -0.95 -0.11 0.14 -0.080
C 4.63958 1.51818 -3.96132 0.28 -0.04 -0.04 -0.102
C 4.71009 2.07623 -2.68555 0.50 0.10 -0.81 -0.094
C 3.57709 2.40915 -1.98180 0.26 -0.33 -0.12 -0.057
H 0.53926 3.07809 0.30850 0.09 -0.19 -0.04 0.084
H 1.92806 3.90335 -0.42594 -0.03 -0.30 0.16 0.086
H 2.11050 2.23542 0.23995 -0.35 0.31 -0.15 0.066
H -0.51024 3.90298 -1.71563 -0.33 -0.01 -0.08 0.060
H -0.20625 3.19247 -3.34274 -0.03 0.10 0.19 0.070
H 0.90111 4.34891 -2.64129 0.34 0.22 0.01 0.083
H 0.92547 0.23836 -1.88204 0.02 0.26 -0.23 0.058
H 1.26849 1.40267 -4.13790 -0.26 -0.02 -0.33 0.111
H 3.22900 0.89230 -5.47440 0.20 -0.01 -0.11 0.096
H 5.52599 1.20380 -4.52747 -0.31 0.30 0.37 0.101
H 5.66372 2.33007 -2.25924 0.35 -0.16 0.17 0.095
H 3.73488 2.79490 -1.00819 -0.08 0.39 0.71 0.091
O -0.84456 0.73361 -2.60175 0.23 0.15 -0.02 0.043
C -1.95287 1.21509 -2.91165 -0.24 -0.42 -0.34 -0.343
C -2.93410 0.35203 -3.68677 0.19 1.19 -0.49 -0.062
C -4.37715 0.76269 -3.28938 0.67 -0.30 0.09 -0.174
C -4.60735 0.81246 -1.74274 -0.62 0.49 -0.44 -0.153
C -4.24534 2.11500 -0.97776 0.24 0.33 -0.22 -0.156
C -2.74602 2.43720 -1.08359 0.62 -0.19 1.26 -0.177
N -2.40683 2.42497 -2.51556 0.37 0.29 0.24 0.063
H -2.69282 -0.67424 -3.48596 0.00 -0.56 0.35 0.121
H -2.77071 0.47994 -4.77335 -0.07 0.05 0.32 0.128
H -5.00051 -0.03015 -3.66208 -0.46 -0.38 -0.21 0.098
H -4.67286 1.65293 -3.88058 0.01 -0.14 0.61 0.111
H -4.08295 -0.04463 -1.31067 -0.14 0.22 0.05 0.085
H -5.68783 0.64174 -1.60603 0.35 0.00 0.16 0.115
H -4.55213 2.03485 0.08167 0.17 -0.07 -0.49 0.105
H -4.78755 2.97538 -1.41692 -0.08 -0.30 0.13 0.108
H -2.19230 1.59999 -0.60089 -0.19 0.61 -0.50 0.079
H -2.37572 3.37156 -0.58389 -0.73 -0.59 -0.48 0.126
H -3.17776 2.75606 -3.07340 -0.12 -0.14 -0.02 0.121
C -0.64389 -4.81360 0.97537 0.11 0.92 -0.79 -0.044
C 0.40089 -4.72371 -0.19609 -0.41 -0.76 0.68 -0.642
C -0.07661 -5.61762 -1.33345 -0.86 -0.97 -0.79 -0.086
C 1.78123 -5.20260 0.29865 -0.61 0.31 -0.34 -0.064
C 0.43089 -3.32941 -0.59577 -0.02 0.40 -0.18 -0.179
C 0.28744 -2.13068 -0.75723 0.10 -0.17 -0.43 -0.057
H -0.77442 -5.82409 1.34229 0.17 -0.27 0.24 0.068
H -1.62224 -4.44719 0.61805 0.34 -0.18 0.06 0.070
H -0.32877 -4.10105 1.74861 -0.07 -0.43 0.08 0.083
H -0.17964 -6.69437 -1.06608 0.33 0.57 0.24 0.081
H 0.51990 -5.59429 -2.25498 0.24 0.24 0.36 0.077
H -1.09177 -5.34452 -1.65281 0.16 0.24 0.15 0.077
H 1.68328 -6.25817 0.54718 0.32 -0.14 0.08 0.069
H 2.06522 -4.62779 1.17924 0.15 -0.04 0.00 0.077
H 2.50681 -5.04221 -0.50584 0.06 -0.18 0.24 0.079
Br -4.78018 -3.48228 -0.52245 -0.38 -0.52 -0.01 0.628
C -3.87725 -2.07401 0.36425 -0.53 -0.36 0.05 -0.740
C -4.57926 -1.25137 1.30074 0.20 0.25 0.45 -0.157
C -3.98297 -0.12546 1.73531 -0.04 -0.39 -0.18 -0.076
C -2.57386 0.16850 1.31957 0.47 1.11 0.43 -0.337
N -2.15377 -0.46124 0.06546 -0.24 -0.53 0.29 -0.057
C -2.74510 -1.63740 -0.22424 0.70 1.10 -0.38 -0.298
H -5.54087 -1.56972 1.68027 -0.16 0.11 -0.14 0.088
H -4.44372 0.55387 2.44028 -0.17 -0.09 0.06 0.092
H -2.45763 1.27543 1.22694 -0.13 -0.33 -0.15 0.120
H -2.32372 -2.18253 -1.06358 0.11 0.00 0.06 0.085
```
Positions in Å, forces in eV/Å.

energy relative to the best compared isomer or geometry (same formula, charge and spin)	2.190	eV
spin multiplicity	3
⟨S²⟩	2.0082
Kohn-Sham gap (alpha / beta)	5.69 / 5.71	eV
total charge	-1
HOMO level (alpha / beta)	-3.388 / -3.412	eV